# 1
Entry from the OMol25 dataset: C7H9N2O3P as an isolated structure in a non-equilibrium geometry (wB97M-V/def2-TZVPD).

The geometry in XYZ format:
```
22
Properties=species:S:1:pos:R:3:forces:R:3:nbo_charge:R:1
C 2.878 -1.469 -0.016 -0.0592 -3.4558 -0.6226 -0.20
C 1.902 -2.358 -0.558 -0.2615 -0.8256 -0.7126 -0.19
C 2.481 -0.423 0.769 0.7536 0.5822 0.0290 -0.21
C 0.550 -2.085 -0.402 0.9669 1.0469 -0.4960 -0.20
C 1.100 -0.169 0.995 2.6856 -0.9714 -0.9984 -0.21
C 0.197 -0.954 0.338 -2.6775 0.0198 0.8792 -0.32
C -1.477 2.317 -0.298 0.2971 1.8788 -1.4977 -0.25
N -3.786 -1.425 -0.574 -1.5913 1.7403 0.0065 -0.32
N -2.687 -1.545 -0.049 -0.3609 -1.2791 -0.1914 0.01
O -2.143 -2.656 0.167 0.4144 -0.4177 -0.0949 -0.47
O -2.075 -0.277 2.113 -0.0700 0.4835 1.8795 -1.01
O -2.037 1.094 -0.521 -0.9343 -4.9056 2.6702 -0.80
P -1.612 -0.494 0.778 1.8285 3.3363 -4.1698 2.12
H 3.913 -1.912 -0.075 -0.8833 1.3955 0.0169 0.23
H 2.098 -3.334 -1.145 0.2934 1.9174 1.0643 0.23
H 3.360 0.146 1.142 -1.3219 0.0438 0.3333 0.23
H -0.172 -2.639 -0.953 -0.4422 -0.4803 0.1092 0.25
H 0.872 0.538 1.716 -0.8186 1.4553 1.0079 0.23
H -0.781 2.406 -1.097 1.3275 0.5004 -0.7221 0.16
H -0.909 2.426 0.594 0.0957 0.2636 1.1694 0.16
H -2.126 3.227 -0.524 0.0040 -1.3077 0.9523 0.17
H -4.105 -0.424 -0.438 0.7541 -1.0205 -0.6121 0.36
```
Positions in Å, forces in eV/Å.

The value obtained for the frontier orbital gap is 9.554 eV. For the total energy, the calculation gives -948.57321 hartree. Its LUMO energy is -0.00799 Eh.



# 2
Entry from the OMol25 dataset: one molecule with the formula C7H9N3O in a non-equilibrium geometry (wB97M-V/def2-TZVPD).

The geometry in XYZ format:
```
20
Properties=species:S:1:pos:R:3:forces:R:3:nbo_charge:R:1
C 2.326 -1.481 -0.579 -0.4697 3.7966 -0.2335 -0.17
C 1.332 -1.800 0.195 0.0180 0.7972 1.2314 0.31
C -2.613 1.967 -0.239 -1.2709 0.3436 -0.8336 -0.33
C -2.395 0.759 -0.722 1.5039 0.1380 -0.2010 -0.23
C -1.520 0.034 0.142 0.1408 -2.8623 -0.7806 -0.18
C -0.977 -1.161 -0.057 0.6050 0.2880 0.4539 -0.18
C 0.096 -1.765 0.895 -1.7774 -2.4434 -1.9277 -0.56
N 2.674 -0.171 -0.960 0.4454 -3.3874 -0.2265 -0.32
N 2.403 0.915 -0.245 -0.5479 -0.6059 -0.0751 -0.18
N 1.621 1.070 0.756 -0.7145 0.3318 1.5207 0.16
O 1.638 2.184 1.328 0.1166 -1.0531 -1.0229 -0.46
H 2.897 -2.185 -1.060 1.2897 -1.6218 -1.2600 0.23
H -3.261 2.656 -0.736 -0.0108 0.6723 -0.1342 0.20
H -2.158 2.175 0.703 -0.2250 0.6238 0.5156 0.20
H -2.479 0.398 -1.734 -0.9071 0.0749 -0.1410 0.21
H -1.412 0.453 1.063 0.6622 1.2841 2.5455 0.19
H -1.146 -1.551 -1.034 0.2283 -0.9815 -0.5014 0.20
H -0.103 -2.898 1.148 -0.0165 1.8467 -0.2680 0.27
H 0.137 -1.220 1.793 0.1935 0.6059 1.3233 0.27
H 2.939 1.621 -0.657 0.7364 2.1524 0.0151 0.38
```
Positions in Å, forces in eV/Å.

The value obtained for the frontier orbital gap (alpha / beta) is 6.186 / 6.059 eV. For the total energy, the calculation gives -511.29150 hartree. Its LUMO energy (alpha / beta) is -0.05019 / -0.05362 Eh.



# 3
Entry from the OMol25 dataset: C7H9N3O3S as an isolated structure in a non-equilibrium geometry (wB97M-V/def2-TZVPD).

The geometry in XYZ format:
```
23
Properties=species:S:1:pos:R:3:forces:R:3:nbo_charge:R:1
C -2.006 2.550 -2.326 2.1491 -2.4103 2.1392 -0.20
C -0.727 2.841 -1.784 -0.9671 -0.7299 -0.4238 -0.20
C -2.566 1.282 -2.118 0.1777 1.1260 -0.6257 -0.26
C 0.047 1.930 -1.088 0.2987 0.7590 0.0719 -0.21
C -1.774 0.370 -1.439 -0.4492 -0.5645 0.2407 0.16
C -0.481 0.667 -0.937 -0.9184 -1.8550 -0.3305 0.08
C -0.979 -1.382 -0.361 0.3126 1.9574 -0.4342 0.25
N -2.087 -0.965 -1.056 4.1350 2.5539 0.3271 -0.54
N 0.019 -0.506 -0.326 -2.1020 0.1134 -0.2425 -0.50
N 2.535 -2.830 3.030 -2.1115 0.9817 2.3901 -0.55
O 2.833 -0.212 0.334 1.3251 1.1236 -1.0083 -0.90
O 1.363 -0.356 2.273 0.2848 -0.2042 -1.5735 -0.94
O 3.196 -1.798 3.731 0.2961 1.1554 0.5630 -0.62
S 1.839 -0.948 1.012 -1.5434 -0.6630 2.5835 1.73
H -2.418 3.379 -2.761 -1.7194 1.4097 -1.3582 0.21
H -0.416 3.832 -1.992 0.7045 0.7701 0.2167 0.21
H -3.548 1.050 -2.514 0.0344 -0.1557 0.1597 0.22
H 0.981 2.234 -0.618 -0.0691 -0.2641 -0.2774 0.24
H -1.000 -2.233 0.252 0.1862 -1.3404 0.3010 0.21
H -2.960 -1.362 -1.063 -2.1569 -1.1420 -0.0250 0.42
H 2.278 -3.516 3.770 0.6827 0.3552 -1.3136 0.35
H 3.164 -3.095 2.342 1.4056 -1.4073 -1.0189 0.34
H 2.705 -0.933 3.638 0.0444 -1.5691 -0.3611 0.49
```
Positions in Å, forces in eV/Å.

The value obtained for the frontier orbital gap is 9.670 eV. For the total energy, the calculation gives -1060.24116 hartree. Its LUMO energy is 0.01976 Eh.



# 4
Entry from the OMol25 dataset: a 3-piece molecular cluster, C7H9N3O3S overall in a non-equilibrium geometry (wB97M-V/def2-TZVPD).

The geometry in XYZ format:
```
23
Properties=species:S:1:pos:R:3:forces:R:3:nbo_charge:R:1
C 3.093 -1.468 0.285 0.0113 0.1099 0.4170 -0.20
C 2.182 -2.011 -0.637 0.2076 1.5328 -0.2126 -0.24
C 3.016 -0.167 0.796 -0.3924 -0.8860 -1.1198 -0.27
C 1.228 -1.196 -1.182 -0.8867 1.3551 0.1893 -0.17
C 2.023 0.633 0.246 0.1001 -1.9467 -0.7018 0.15
C 1.104 0.128 -0.700 -0.1587 0.0068 -0.2329 0.05
C 0.590 2.133 -0.290 -2.4044 2.3782 -0.0968 0.23
N 1.677 1.924 0.395 3.4416 2.8278 4.6533 -0.54
N 0.152 1.158 -0.985 1.1557 -1.7304 -1.1171 -0.47
N -4.400 -0.177 0.005 -0.1958 1.3445 -0.9509 -0.45
O -1.710 -1.536 -0.509 0.0254 -2.0290 -0.6912 -0.80
O -1.860 0.519 0.902 -0.1022 0.4856 -0.0344 -0.91
O -4.463 0.569 1.169 0.3262 0.2478 1.7204 -0.59
S -2.045 -0.120 -0.447 0.7680 1.2527 1.1270 1.48
H 3.909 -2.098 0.565 0.3567 -0.2629 0.5323 0.21
H 2.239 -2.982 -1.064 0.4865 -0.8046 0.1490 0.22
H 3.671 0.219 1.542 0.6075 0.0336 0.3169 0.21
H 0.569 -1.540 -1.962 -0.1783 -0.0928 0.0376 0.23
H 0.103 3.065 -0.062 -0.4635 0.2377 -0.6988 0.19
H 2.061 2.642 1.156 -1.1625 -2.4343 -2.4479 0.42
H -4.555 0.529 -0.738 -0.2437 -1.0999 0.3542 0.36
H -5.066 -0.957 -0.062 0.1693 0.4966 0.6413 0.37
H -3.520 0.733 1.577 -1.4677 -1.0222 -1.8343 0.52
```
Positions in Å, forces in eV/Å.

The value obtained for the frontier orbital gap (alpha / beta) is 6.784 / 5.384 eV. The spin multiplicity is 3. For the total energy, the calculation gives -1060.09866 hartree. Its LUMO energy (alpha / beta) is 0.02498 / -0.11352 Eh.



# 5
Entry from the OMol25 dataset: one molecule with the formula C7H9N5 in a non-equilibrium geometry (wB97M-V/def2-TZVPD).

The geometry in XYZ format:
```
21
Properties=species:S:1:pos:R:3:forces:R:3:nbo_charge:R:1
C 1.141 2.783 2.717 -2.2183 -1.7445 -0.5393 -0.19
C 1.484 1.651 2.029 -3.3203 2.2456 1.2411 -0.23
C -0.270 3.090 2.808 2.6618 -0.0398 -0.0709 -0.07
C 0.416 0.943 1.435 -1.0298 0.8831 -0.6414 0.31
C 0.124 -1.323 -1.139 0.8457 -0.0187 -1.3701 0.70
C 0.019 -1.609 -3.475 -2.2239 -2.0994 -3.9425 -0.43
C -1.229 -1.423 0.723 3.2852 -2.3837 2.3025 -0.42
N -1.173 2.380 2.228 -1.5367 0.9854 0.3373 -0.20
N 0.849 -0.062 0.698 1.0660 -2.0731 -1.5482 -0.47
N 0.424 -1.884 -2.168 -0.1183 -0.1062 2.5180 -0.38
N -0.886 1.347 1.511 1.4612 -1.8821 -0.8664 -0.37
N -0.082 -0.859 0.007 -0.8270 0.2944 0.0421 -0.19
H 1.893 3.219 3.289 0.9230 1.3807 0.7582 0.21
H 2.451 1.360 2.021 2.8313 -1.2804 -0.4069 0.21
H -0.616 3.939 3.318 -0.3452 0.9929 0.7575 0.19
H 0.565 -0.806 -3.861 1.0370 1.2996 -0.5139 0.22
H -1.084 -1.289 -3.594 1.5854 -0.7519 0.4267 0.21
H 0.237 -2.522 -4.296 -0.6475 2.2127 2.6579 0.22
H -0.675 -2.007 1.575 -1.5520 0.5404 -1.5200 0.21
H -1.694 -0.643 1.160 -1.5339 2.6735 1.5289 0.26
H -1.957 -1.940 0.172 -0.3439 -1.1287 -1.1504 0.21
```
Positions in Å, forces in eV/Å.

The value obtained for the frontier orbital gap is 7.480 eV. For the total energy, the calculation gives -545.71058 hartree. Its LUMO energy is 0.00713 Eh.



# 6
Entry from the OMol25 dataset: one molecule with the formula C7H9NO in a non-equilibrium geometry (wB97M-V/def2-TZVPD).

The geometry in XYZ format:
```
18
Properties=species:S:1:pos:R:3:forces:R:3:nbo_charge:R:1
C 1.639 -0.635 -0.947 1.6848 -1.4513 -2.0861 -0.47
C 0.866 -1.938 -0.186 -1.4668 2.3280 2.4657 -0.40
C -0.787 -1.405 0.185 0.6574 -1.6827 -4.9060 -0.20
C -1.350 -0.681 1.319 -2.6802 4.2901 -3.1806 -0.41
C -0.534 0.628 0.910 1.8440 1.2290 1.2898 0.12
O -0.519 2.124 0.455 0.8511 -2.8753 -1.0296 -0.46
N 0.703 1.854 -0.668 -0.5810 -3.2830 1.2596 -0.14
C 0.608 0.490 -0.862 1.5500 3.5703 -0.7051 0.23
C -0.657 0.001 -0.502 -1.6293 -0.3066 1.6120 -0.36
H 2.778 -0.329 -0.556 -3.3900 -0.9547 -0.5950 0.26
H 1.845 -1.027 -2.032 -0.5305 1.1171 1.7242 0.25
H 1.386 -1.780 0.794 -0.3937 -1.5512 -0.5783 0.22
H 0.743 -3.007 -0.604 0.9270 2.1334 0.4503 0.25
H -1.677 -2.175 -0.051 2.6402 1.2395 -0.6713 0.22
H -1.001 -1.085 2.117 0.6820 -2.0483 6.3130 0.21
H -2.430 -0.543 0.996 1.0056 -0.4304 1.5912 0.23
H 0.445 0.625 1.631 -1.8572 -0.4407 -2.3354 0.20
H -1.566 0.596 -0.766 0.6867 -0.8831 -0.6185 0.27
```
Positions in Å, forces in eV/Å.

The value obtained for the frontier orbital gap is 8.795 eV. For the total energy, the calculation gives -401.75666 hartree. Its LUMO energy is 0.00747 Eh.